Molecular formula: C5H12N2O
Method: DFT, wB97M-V/def2-TZVPD

Structure (XYZ):
```
20
Properties=species:S:1:pos:R:3:mulliken_charge:R:1
C 0.9580 2.0920 -0.7509 -1.304
C 1.5218 1.1721 0.2408 -0.507
N 0.8164 0.0289 0.4383 0.240
C 1.4979 -0.9291 1.2995 -1.167
C 0.1047 -0.5178 -0.7007 -0.596
C -1.4281 -0.7140 -0.3614 0.459
N -2.1337 0.3481 0.0909 -0.352
O -1.8279 -1.8745 -0.4134 -0.605
H -0.0240 2.2638 -0.5422 0.257
H 1.0992 1.6573 -1.7654 0.320
H 1.5749 2.9465 -0.8473 0.432
H 2.6896 1.0606 0.0179 0.289
H 1.7389 1.6342 1.1308 0.487
H 0.8527 -1.7926 1.6736 0.318
H 2.4387 -1.4113 1.0370 0.380
H 1.5500 -0.3013 2.2935 0.347
H 0.4970 -1.5811 -0.9456 0.267
H 0.3463 0.0093 -1.6810 0.319
H -2.9865 0.0040 0.6030 0.246
H -1.8585 1.2484 0.2658 0.170
```

Summary:
2S+1: 1
ΔE to the lowest compared entry with this formula, charge and spin: 2.774 eV
strongest force on any atom: 0.0970 hartree/bohr
LUMO level: 0.844 eV
structure (SMILES): CCN(C)CC(N)=O
energy: -10405.6503 eV

Molecular formula: C5H12N2O
Method: DFT, wB97M-V/def2-TZVPD

Structure (XYZ):
```
20
Properties=species:S:1:pos:R:3:mulliken_charge:R:1
O -1.2217 -1.9215 -0.4211 -0.628
C -0.8431 -0.7873 -0.1858 0.546
N -1.1184 0.2627 -1.0307 0.042
C -0.3585 1.5135 -0.9231 -0.986
C -1.5752 -0.0654 -2.3666 -1.080
C -0.1180 -0.5080 1.1324 -0.672
N 1.3209 -0.2560 0.9647 -0.387
C 2.0977 -0.6299 2.1677 -0.961
H -0.5401 2.0086 0.0287 0.306
H -0.6988 2.1766 -1.7077 0.359
H 0.7040 1.3209 -1.0768 0.325
H -2.1515 -0.9931 -2.3085 0.369
H -2.2838 0.6780 -2.7316 0.367
H -0.7495 -0.3028 -3.0391 0.349
H -0.6062 0.3231 1.6619 0.337
H -0.2593 -1.4325 1.6843 0.476
H 1.4448 0.7390 0.8377 0.257
H 1.5574 -0.4323 3.0922 0.334
H 2.3977 -1.6726 2.0839 0.286
H 3.0017 -0.0212 2.1375 0.359
```

Summary:
2S+1: 1
ΔE to the lowest compared entry with this formula, charge and spin: 1.537 eV
strongest force on any atom: 0.0254 hartree/bohr
LUMO level: 0.795 eV
structure (SMILES): CNCC(=O)N(C)C
energy: -10406.8872 eV

Molecular formula: C5H12N2O
Method: DFT, wB97M-V/def2-TZVPD

Structure (XYZ):
```
20
Properties=species:S:1:pos:R:3:mulliken_charge:R:1
C -2.3335 -3.5405 1.3978 -0.102
O -1.6292 -2.7612 1.9776 -0.372
C 0.4494 -1.1623 -1.0785 -0.906
C -0.2294 0.2170 -1.1624 -0.612
C 0.5569 1.3385 -0.5101 0.116
C 0.3495 1.6349 0.7837 -0.154
N 1.1106 2.7342 1.3634 -0.656
N 1.5681 1.8835 -1.2928 -0.480
H -2.4649 -3.4763 0.3087 0.210
H -2.8468 -4.3467 1.9411 0.263
H -0.2987 -1.9450 -0.9152 0.169
H 1.0099 -1.2056 -0.1416 0.311
H -0.3959 0.3871 -2.2297 0.372
H -1.1803 0.2350 -0.6290 0.285
H -0.5746 1.2791 1.2179 0.306
H 1.9456 2.3641 1.8266 0.227
H 0.5408 3.1350 2.0967 0.262
H 2.0717 2.5819 -0.7686 0.253
H 1.0014 -1.4748 -1.9579 0.306
H 1.3495 2.1221 -2.2276 0.203
```

Summary:
2S+1: 1
ΔE to the lowest compared entry with this formula, charge and spin: 2.729 eV
strongest force on any atom: 0.0334 hartree/bohr
LUMO level: 0.881 eV
structure (SMILES): CC/C(N)=C/N.C=O
energy: -10405.6955 eV

Molecular formula: C5H12N2O
Method: DFT, wB97M-V/def2-TZVPD

Structure (XYZ):
```
20
Properties=species:S:1:pos:R:3:mulliken_charge:R:1
C -2.8599 -0.5890 0.0941 -0.563
C -1.2740 -0.9106 -0.2706 -0.453
C -1.1730 1.4399 -0.0260 -0.792
C 1.6869 -0.0672 0.8385 0.249
C 3.5602 -0.1138 -0.6087 -0.808
H -2.7557 0.2458 1.3031 0.132
H -3.2853 0.1067 -0.9581 0.079
H -3.2209 -2.0697 0.8182 0.260
H -0.9966 -1.1997 -1.4687 0.226
H -0.8628 -2.0090 0.0030 0.323
H -2.7149 1.5563 -1.0738 0.150
H -1.7078 1.6257 1.4440 0.232
H -0.1119 2.1909 -0.2480 0.263
H 1.3370 -0.2958 2.0094 0.284
H 3.0338 -0.6113 -1.2680 0.441
H 4.6392 -0.1474 -0.3225 0.228
H 3.3604 0.8684 -1.0194 0.334
N -0.4661 0.1589 0.2551 0.567
N 0.8479 0.0516 -0.1122 -0.854
O 2.9635 -0.2307 0.6104 -0.297
```

Summary:
2S+1: 1
ΔE to the lowest compared entry with this formula, charge and spin: 16.377 eV
strongest force on any atom: 0.1084 hartree/bohr
LUMO level: -0.542 eV
energy: -10392.0467 eV

Molecular formula: C5H12N2O
Method: DFT, wB97M-V/def2-TZVPD

Structure (XYZ):
```
20
Properties=species:S:1:pos:R:3:mulliken_charge:R:1
C -0.5452 0.4435 -0.5796 0.068
C -1.7714 -0.3398 -1.0227 -1.332
C 0.0929 1.4857 1.6302 -1.489
C -0.1115 0.2276 0.8259 0.525
N 1.6460 0.9081 -1.8245 -0.598
N 0.1844 -2.2088 0.7785 -0.511
C 0.2971 -0.9623 1.3298 -0.259
O 0.6913 -0.0846 -1.4156 -0.219
H -0.6994 1.5057 -0.7976 0.483
H 1.8122 0.6717 -2.8039 0.235
H 2.5037 0.6251 -1.3481 0.239
H 0.8863 -2.8670 1.1028 0.259
H 0.1346 -2.2083 -0.2365 0.232
H 0.7118 -0.9991 2.3357 0.338
H -1.5227 -1.3711 -1.2940 0.292
H -2.5513 -0.3728 -0.2558 0.336
H -2.1920 0.1034 -1.9311 0.351
H 0.8826 2.0965 1.1815 0.330
H -0.8310 2.0707 1.6604 0.313
H 0.3817 1.2756 2.6647 0.406
```

Summary:
2S+1: 1
ΔE to the lowest compared entry with this formula, charge and spin: 3.640 eV
strongest force on any atom: 0.0412 hartree/bohr
LUMO level: 1.007 eV
structure (SMILES): C/C(=C/N)[C@H](C)ON
energy: -10404.7837 eV

Molecular formula: C5H12N2O
Method: DFT, wB97M-V/def2-TZVPD

Structure (XYZ):
```
20
Properties=species:S:1:pos:R:3:mulliken_charge:R:1
C 0.0800 1.5557 0.6704 -0.484
N -0.7887 0.9146 1.7160 -0.508
C -1.9522 0.2935 1.0405 -0.149
O -2.4397 0.6336 0.0186 -0.434
C 1.1798 0.5942 0.2469 0.439
C 0.8943 -0.9162 0.3348 -0.298
C 2.1360 -1.7628 0.1874 -1.188
N 2.3932 0.8952 0.1536 -0.675
H -0.5788 1.8279 -0.1479 0.408
H 0.5440 2.4061 1.1422 0.364
H -1.6637 1.5230 1.7425 0.341
H -2.3833 -0.4935 1.6746 0.449
H 1.0416 -0.3316 1.3031 0.131
H -4.1878 -0.7282 -4.6032 -0.067
H -0.0133 -1.2988 -0.1027 0.404
H 2.6485 -1.6314 -0.7696 0.280
H 1.7658 -2.7823 0.0456 0.392
H 2.8078 -1.7002 1.0327 0.281
H -4.0914 -0.7483 -5.3389 0.068
H 2.6079 1.7494 -0.3466 0.247
```

Summary:
2S+1: 1
ΔE to the lowest compared entry with this formula, charge and spin: 6.760 eV
strongest force on any atom: 0.0771 hartree/bohr
LUMO level: 0.834 eV
energy: -10401.6636 eV

Molecular formula: C5H12N2O
Method: DFT, wB97M-V/def2-TZVPD

Structure (XYZ):
```
20
Properties=species:S:1:pos:R:3:mulliken_charge:R:1
C 0.6962 -0.9138 -0.8951 -0.649
C 0.9671 -1.7561 0.3144 -1.035
C -1.9393 -0.0011 0.5082 -1.028
N 1.2333 0.9571 0.1241 -0.593
C 0.1098 0.9050 -0.7568 1.188
N 0.8216 1.0407 1.3742 -0.302
C -1.2432 0.9827 -0.3842 -0.727
O 0.4291 1.4862 -1.9704 -0.549
H 1.3168 1.8626 -1.8759 0.369
H -0.0861 1.5253 1.4896 0.256
H 1.5614 1.1767 2.0472 0.228
H -0.1986 -1.2075 -1.4367 0.358
H 1.5369 -0.7800 -1.5644 0.383
H -1.8602 1.4890 -1.1158 0.315
H 2.0075 -1.6844 0.6303 0.342
H 0.3473 -1.4469 1.1610 0.267
H 0.7247 -2.8029 0.1065 0.338
H -1.4489 -0.1542 1.4769 0.260
H -2.9604 0.3290 0.7061 0.359
H -2.0151 -1.0074 0.0607 0.219
```

Summary:
2S+1: 1
ΔE to the lowest compared entry with this formula, charge and spin: 5.786 eV
strongest force on any atom: 0.0126 hartree/bohr
LUMO level (alpha / beta): 0.650 / 0.025 eV
energy: -10402.6383 eV

Molecular formula: C5H12N2O
Method: DFT, wB97M-V/def2-TZVPD

Structure (XYZ):
```
20
Properties=species:S:1:pos:R:3:mulliken_charge:R:1
C 0.6597 -1.0567 -0.5369 -0.389
N 0.8746 0.2019 0.1686 -0.214
C 0.9106 1.3803 -0.7555 -0.721
C -0.4813 1.8541 -1.0414 -0.346
C -1.3810 1.7652 0.0178 0.076
O -1.2679 0.7894 0.8528 -0.557
C -0.0892 -2.0892 0.3037 -0.659
N 0.5366 -2.2053 1.6200 -0.622
H 0.0607 -0.8863 -1.4283 0.345
H 1.6331 -1.4687 -0.8172 0.427
H -0.0058 0.3490 0.8118 0.483
H 1.4125 2.1892 -0.2087 0.373
H 1.4843 1.1457 -1.6301 0.411
H -0.7696 2.0892 -2.0568 0.400
H -0.5629 2.6381 0.2696 0.233
H -2.3710 2.2004 -0.0593 0.491
H -1.1333 -1.7609 0.3736 0.331
H -0.0019 -3.0493 -0.2009 0.396
H -0.0307 -2.7960 2.2296 0.277
H 0.5224 -1.2899 2.0878 0.266
```

Summary:
2S+1: 2
ΔE to the lowest compared entry with this formula, charge and spin: 4.552 eV
strongest force on any atom: 0.0521 hartree/bohr
LUMO level (alpha / beta): -6.094 / -7.037 eV
net charge: +1
energy: -10394.7500 eV